Entry 1:
Density functional theory data (ωB97M-V/def2-TZVPD) for a structure of composition C33H48BCaN12O6S at a distorted geometry.

Computed properties:
LUMO (alpha / beta)   0.0003 / -0.0399 hartree
Spin multiplicity   2
Gap between HOMO and LUMO (alpha / beta)   7.89 / 7.28 eV
Expectation value of S²   0.755
HOMO (alpha / beta)   -7.88 / -8.36 eV
Molecular weight   791.8 g mol⁻¹
Charge   0

```
102
Properties=species:S:1:pos:R:3:mulliken_spin:R:1
Ca -0.7258 -0.3430 0.1102 0.02
C 3.0627 -0.7675 2.0101 0.00
C 1.8038 -0.2998 2.6701 0.00
C 1.6504 0.6091 3.7323 0.00
C 0.2936 0.6768 3.9372 0.00
N -0.3121 -0.1427 3.0538 0.00
N 0.6271 -0.7445 2.2585 0.00
B -1.8343 -0.5576 3.1348 0.00
N -2.7354 0.5259 2.4577 0.00
C -3.8236 1.2086 2.8534 0.00
C -4.3170 1.9047 1.7718 0.00
C -3.4631 1.5841 0.7138 0.00
C -3.5276 2.0416 -0.7075 0.01
N -2.5074 0.7558 1.1225 -0.01
N -2.0534 -1.9436 2.4160 0.00
C -2.8989 -2.9045 2.8363 0.00
C -2.8151 -3.9673 1.9697 0.00
C -1.8757 -3.5642 1.0103 0.00
C -1.3919 -4.3156 -0.1870 0.01
N -1.4186 -2.3491 1.2738 0.00
N -2.1555 -0.7606 4.6226 0.00
C -1.4868 -1.6492 5.3888 0.00
C -1.9543 -1.5382 6.6731 0.00
C -2.9282 -0.5198 6.6044 0.00
C -3.7751 0.0338 7.7102 0.00
N -3.0445 -0.0514 5.3723 0.00
H 3.9350 -0.3940 2.5476 0.00
H 3.1089 -1.8548 1.9852 0.00
H 3.1360 -0.4314 0.9713 0.00
H 2.4225 1.1246 4.2805 0.00
H -0.2870 1.2095 4.6756 0.00
H -4.1541 1.1441 3.8754 0.00
H -5.1750 2.5558 1.7484 0.00
H -3.9063 3.0626 -0.7652 0.00
H -2.5472 2.0345 -1.1861 0.00
H -4.1861 1.4027 -1.2980 0.00
H -3.4937 -2.7619 3.7240 0.00
H -3.3563 -4.8978 2.0155 0.00
H -1.8647 -5.2959 -0.2387 0.00
H -1.6387 -3.7885 -1.1111 0.00
H -0.3105 -4.4677 -0.1442 0.00
H -0.7287 -2.2859 4.9590 0.00
H -1.6418 -2.1017 7.5369 0.00
H -3.5460 -0.4563 8.6562 0.00
H -3.6084 1.1037 7.8387 0.00
H -4.8361 -0.1130 7.5061 0.00
C 3.4381 -0.6145 -7.4371 0.00
C 2.4556 -0.1862 -6.3784 0.00
C 2.7413 -0.3602 -5.0245 0.01
C 1.8383 0.0220 -4.0460 0.03
C 0.6311 0.5974 -4.4279 0.02
C 0.3181 0.7745 -5.7674 0.00
C 1.2360 0.3827 -6.7321 0.00
S -0.5176 1.1333 -3.2064 0.00
O -1.7489 1.4387 -3.8896 0.01
O 0.1182 2.1588 -2.4233 0.00
N -0.6872 -0.1746 -2.2332 0.25
C -1.3107 -1.2205 -2.8856 0.23
C -3.0220 -1.4403 -2.1684 0.05
O -3.7556 -1.6977 -3.0741 0.22
O -2.9386 -1.3104 -0.9623 0.14
H 4.3775 -0.9463 -6.9952 0.00
H 3.6603 0.2024 -8.1255 0.00
H 3.0390 -1.4380 -8.0324 0.00
H 3.6911 -0.7978 -4.7361 0.00
H 2.0604 -0.1390 -2.9972 -0.03
H -0.6338 1.2104 -6.0384 0.00
H 0.9957 0.5209 -7.7805 0.00
H -0.9554 -2.2092 -2.5889 0.06
H -1.4776 -1.1327 -3.9547 0.00
N 2.5050 -5.0090 -2.0658 0.00
C 1.8053 -3.7456 -2.2521 0.01
C 1.8301 -2.9037 -0.9970 0.00
O 2.3631 -3.4881 0.0663 0.00
O 1.3755 -1.7836 -0.9857 -0.02
H 3.3789 -5.0468 -2.5709 0.00
H 1.9479 -5.8050 -2.3390 0.00
H 2.6534 -4.3725 -0.2599 0.00
H 0.7502 -3.9131 -2.4743 0.00
H 2.2001 -3.1288 -3.0613 0.00
C 1.8362 5.2247 -1.2862 0.00
C 2.0638 4.8645 0.1818 0.00
N 2.0580 3.4290 0.4535 0.00
C 3.3114 2.7160 0.2513 0.00
C 3.5868 2.2778 -1.1921 0.00
C 0.8852 2.7369 0.5531 0.00
C -0.3441 3.5231 0.8951 0.00
N 0.7667 1.4599 0.4024 0.01
H 1.4978 6.2582 -1.3817 0.00
H 1.0809 4.5758 -1.7341 0.00
H 2.7494 5.1186 -1.8739 0.00
H 1.3229 5.3548 0.8087 0.00
H 3.0336 5.2342 0.5172 0.00
H 3.3206 1.8568 0.9233 0.00
H 4.1017 3.3765 0.6092 0.00
H 2.6560 2.0445 -1.7110 0.00
H 4.2265 1.3904 -1.2091 0.00
H 4.0923 3.0571 -1.7641 0.00
H -0.6423 4.1487 0.0512 0.00
H -0.1710 4.1659 1.7585 0.00
H -1.1578 2.8375 1.1236 0.00
H 1.6471 1.0610 0.0817 0.00
```


Entry 2:
Density functional theory data (ωB97M-V/def2-TZVPD) for a cluster of 10 separate species, C33H62N2O24 in total at a distorted geometry.

Computed properties:
LUMO   0.0031 hartree
Spin multiplicity   1
Gap between HOMO and LUMO   10.17 eV
HOMO   -10.08 eV
Molecular weight   870.8 g mol⁻¹
Energy relative to the best compared isomer or geometry (same formula, charge and spin)   197.5 kJ/mol
Charge   0

```
121
Properties=species:S:1:pos:R:3:lowdin_charge:R:1
C 0.9919 1.8735 -4.0710 0.01
C -0.3722 1.7725 -3.4327 -0.27
C -1.1840 3.0640 -3.7439 -0.12
O -2.1332 2.5025 -4.5617 0.06
C -2.0802 1.1246 -4.5592 -0.60
O -2.9108 0.4635 -5.1678 0.13
O -1.1804 0.6791 -3.8226 0.11
H 1.6938 2.4304 -3.4474 0.09
H 0.8891 2.4356 -5.0224 0.11
H 1.2188 0.9885 -4.4541 0.02
H -0.0980 1.7412 -2.3199 0.15
H -0.5667 3.7154 -4.3744 0.14
H -1.4838 3.5387 -2.8038 0.09
C 0.5579 -0.0917 5.4278 -0.04
O 1.7075 0.6323 5.1190 0.02
C 1.8136 1.2863 3.9880 -0.43
O 0.7715 1.2410 3.0784 -0.04
O 2.9078 2.0225 3.9207 0.02
C 3.0957 2.9703 2.8876 -0.02
H 0.6594 -0.8207 6.2615 0.09
H 0.2087 -0.7618 4.5724 0.12
H -0.1587 0.6305 5.6249 0.05
H 4.0068 3.5116 3.0051 0.10
H 2.2367 3.6165 2.8414 0.10
H 3.1206 2.3274 1.9995 0.07
C 3.3363 -3.2305 -3.9683 -0.04
O 3.4872 -3.8718 -2.7143 0.02
C 2.3566 -4.2457 -2.1512 -0.48
O 1.0839 -3.9799 -2.7575 -0.08
O 2.6531 -4.7867 -1.0746 0.07
C 1.6405 -4.9808 -0.1790 -0.05
H 2.9344 -2.3068 -3.7540 0.05
H 2.5705 -3.7966 -4.5663 0.12
H 4.2560 -3.1455 -4.6001 0.12
H 1.7595 -4.1453 0.5077 0.08
H 1.6861 -5.9303 0.3812 0.11
H 0.6516 -4.8944 -0.6538 0.10
C 0.2888 -3.8527 7.2396 -0.02
O 1.3507 -4.6857 6.7346 -0.04
C 1.8623 -4.6368 5.4701 -0.30
O 1.3023 -3.8523 4.4882 -0.06
O 3.0952 -5.3487 5.2060 -0.02
C 3.6349 -4.9882 3.9457 -0.08
H -0.4900 -3.9572 6.5101 0.08
H 0.6496 -2.7524 7.1690 0.10
H 0.0416 -4.0695 8.2990 0.11
H 3.1642 -5.5946 3.2444 0.07
H 4.6648 -5.1017 3.9659 0.07
H 3.4307 -3.9756 3.5350 0.06
C -4.3885 1.3402 3.1639 -0.05
O -4.5443 1.8187 4.5098 0.00
C -3.6261 1.4672 5.4539 -0.45
O -2.7163 0.5221 5.2531 -0.01
O -3.7279 2.0925 6.6272 -0.01
C -3.0241 1.5091 7.6890 -0.06
H -3.6265 0.5248 3.0478 0.09
H -4.4204 2.0500 2.3252 0.09
H -5.2323 0.6920 2.9312 0.09
H -3.2729 2.1507 8.5985 0.12
H -1.8814 1.5867 7.5446 0.12
H -3.4616 0.5500 7.8066 0.08
C -0.7404 -2.8389 2.2244 -0.01
O -1.1724 -2.9403 0.8189 -0.02
C -1.8884 -1.9608 0.2669 -0.49
O -2.5962 -1.1507 1.0523 -0.01
O -1.8372 -1.9222 -1.0632 -0.01
C -2.5316 -0.8645 -1.7162 -0.04
H -1.4779 -3.2799 2.8771 0.09
H -0.5251 -1.7874 2.4814 0.08
H 0.2903 -3.3740 2.3339 0.09
H -3.6487 -0.9086 -1.4829 0.13
H -2.4479 -1.1101 -2.7878 0.09
H -2.1004 0.1289 -1.4707 0.08
C 3.3222 -0.3506 -7.6848 -0.05
O 2.8305 -0.6909 -6.3730 -0.02
C 1.7384 -1.4655 -6.2532 -0.50
O 1.2711 -2.2370 -7.2943 -0.05
O 1.2011 -1.4899 -5.0775 -0.03
C -0.1068 -2.2178 -4.9361 0.03
H 3.1895 -1.1893 -8.4215 0.10
H 4.4221 -0.2698 -7.6686 0.09
H 2.9780 0.6544 -8.0619 0.11
H -0.4747 -1.9464 -3.9190 0.08
H 0.0646 -3.2389 -5.1464 0.07
H -0.8396 -1.8796 -5.6949 0.11
C -1.3603 2.1775 0.7857 -0.05
O 0.0091 2.1069 0.4468 -0.02
C 0.6638 3.1431 -0.0163 -0.34
O -0.1346 4.1685 -0.7692 -0.12
O 1.9921 3.0854 0.0668 -0.04
C 2.8153 3.9669 -0.6498 -0.05
H -2.0329 1.7855 0.0414 0.06
H -1.6406 3.1100 1.3301 0.13
H -1.6123 1.5044 1.6031 0.08
H 2.3571 4.9865 -0.4918 0.12
H 2.9914 3.8646 -1.7186 0.09
H 3.8518 3.9590 -0.3122 0.10
C -3.4890 3.4443 -1.0488 -0.12
C -4.5828 4.2782 -1.7049 -0.21
C -4.6567 4.3217 -3.2716 -0.17
C -5.5671 5.3155 -3.8201 -0.23
N -6.2882 6.1598 -4.1912 0.13
H -3.6066 3.4192 0.0408 0.07
H -2.4890 3.7871 -1.1319 0.02
H -3.5027 2.4365 -1.4217 0.07
H -4.6612 5.2726 -1.3160 0.10
H -5.4675 3.8156 -1.2423 0.11
H -4.9878 3.3667 -3.8113 0.15
H -3.6771 4.5544 -3.5377 0.07
C 0.9895 -0.7746 -1.1733 -0.09
C 2.3810 -0.2819 -0.9380 -0.20
C 2.6581 -0.0241 0.5879 -0.19
C 2.9594 -1.1521 1.3392 -0.21
N 3.1294 -2.1118 1.9985 0.20
H 0.7458 -1.0285 -2.2346 0.09
H 0.2099 -0.2156 -0.7772 0.04
H 1.0399 -1.7198 -0.6895 0.06
H 2.6554 0.5630 -1.6317 0.12
H 2.9530 -1.1742 -1.1381 0.09
H 1.7473 0.4567 1.0119 0.10
H 3.4856 0.6949 0.6090 0.12
```


Entry 3:
Density functional theory data (ωB97M-V/def2-TZVPD) for a structure of composition C17H16BClN6O9S6SbTc at a distorted geometry.

Computed properties:
LUMO   -0.1309 hartree
Spin multiplicity   1
Gap between HOMO and LUMO   4.69 eV
HOMO   -8.25 eV
Molecular weight   906.8 g mol⁻¹
Energy relative to the best compared isomer or geometry (same formula, charge and spin)   81.7 kJ/mol
Charge   0

```
58
Properties=species:S:1:pos:R:3:nbo_charge:R:1
Tc -0.0603 0.1726 0.4705 0.71
C -1.6280 0.6158 -3.5220 -0.41
N -1.7330 -0.7532 -3.0517 -0.33
C -2.7553 -1.6313 -3.3076 -0.09
C -2.4068 -2.8094 -2.7361 -0.03
N -1.1785 -2.6622 -2.1430 -0.46
B -0.3924 -3.9193 -1.6308 0.19
N 0.7488 -3.5635 -0.6286 -0.46
C 2.0061 -4.1030 -0.7217 -0.03
C 2.6862 -3.8019 0.4103 -0.07
N 1.8345 -3.0722 1.2010 -0.32
C 2.1215 -2.6508 2.5596 -0.41
C 0.6691 -2.9264 0.5380 0.27
S -0.6721 -2.0063 1.1559 0.05
C -0.7858 -1.3996 -2.3316 0.28
S 0.6457 -0.6082 -1.7876 -0.09
H -2.5850 0.9169 -3.9417 0.21
H -0.8599 0.6901 -4.2910 0.22
H -1.3537 1.2717 -2.6995 0.25
H -3.6288 -1.3574 -3.8720 0.23
H -2.9267 -3.7506 -2.7139 0.24
H -1.1767 -4.6352 -1.0722 -0.04
H 0.1263 -4.4284 -2.5861 -0.04
H 2.3127 -4.6613 -1.5872 0.24
H 3.6898 -4.0338 0.7177 0.24
H 3.1971 -2.6702 2.7064 0.23
H 1.6330 -3.3194 3.2690 0.21
H 1.7657 -1.6402 2.7229 0.24
O 3.8656 -0.2290 0.6475 -0.58
C 2.8601 0.4276 0.5342 0.79
O 1.7167 0.0670 1.0977 -0.62
C 2.8282 1.7393 -0.1925 -0.32
C 4.0564 2.3009 -0.4743 -0.02
C 4.1421 3.5205 -1.1237 -0.06
C 3.0012 4.1807 -1.5347 -0.11
C 1.7611 3.6473 -1.2601 -0.09
C 1.6151 2.4202 -0.5286 0.50
O 0.4451 1.9844 -0.2022 -0.64
N 0.6068 4.3812 -1.7716 0.53
O -0.5135 4.0965 -1.3910 -0.37
O 0.8376 5.2737 -2.5734 -0.39
N 5.4473 4.1085 -1.3911 0.53
O 6.4308 3.4821 -1.0419 -0.38
O 5.4772 5.1894 -1.9511 -0.38
H 4.9515 1.7668 -0.1896 0.27
H 3.0769 5.1155 -2.0690 0.28
S -2.8001 0.4140 4.8975 -0.34
Sb -4.4042 1.5499 3.0443 1.18
S -0.7456 1.2318 2.5030 0.16
S -1.3112 -0.2302 3.7440 0.23
S -6.1472 0.1781 3.1713 -0.69
Cl -4.6482 2.8981 -0.0525 0.00
C -4.1051 1.3549 -0.7388 -0.48
C -3.0386 0.7172 0.1447 0.84
O -3.2743 0.3967 1.3303 -0.74
O -1.9281 0.4874 -0.4246 -0.65
H -3.6943 1.5667 -1.7198 0.24
H -4.9681 0.6959 -0.8010 0.25
```


Entry 4:
Density functional theory data (ωB97M-V/def2-TZVPD) for a cluster of 3 separate species, C13H17F8NO6S in total at a distorted geometry.

Computed properties:
LUMO   0.0179 hartree
Spin multiplicity   1
Gap between HOMO and LUMO   10.30 eV
HOMO   -9.81 eV
Molecular weight   467.3 g mol⁻¹
Charge   0

```
46
Properties=species:S:1:pos:R:3:nbo_charge:R:1
C -1.9865 -5.7209 -3.1450 -0.22
C -1.9542 -4.5831 -3.5094 0.13
N -1.9610 -3.2483 -3.8336 -0.69
C -0.5985 -2.6491 -3.8706 -0.25
C -0.1618 -2.2223 -2.4728 0.20
C -1.2704 -1.5910 -1.6483 -0.65
F 0.2772 -3.3625 -1.7883 -0.37
S -2.8754 -2.9534 -5.2127 2.53
O -3.6591 -4.0801 -5.5418 -0.87
O -2.1015 -2.2803 -6.1905 -0.90
F -3.8404 -1.8932 -4.6022 -0.47
H -2.1322 -6.7082 -2.7785 0.25
H -0.5991 -1.7520 -4.4827 0.24
H 0.1289 -3.3725 -4.2384 0.23
H 0.6994 -1.5554 -2.5414 0.17
H -1.9844 -1.0594 -2.2815 0.22
H -0.8720 -0.8926 -0.9178 0.22
H -1.8351 -2.3777 -1.1531 0.24
C -0.4935 1.8880 4.3515 -0.64
C -1.2367 0.6988 4.9176 -0.08
O -1.8584 -0.0686 3.8629 -0.48
C -1.0669 -0.9004 3.2061 0.69
O 0.0976 -1.0921 3.3915 -0.54
C -1.8853 -1.6552 2.1389 0.90
F -2.6801 -0.8234 1.4538 -0.31
F -2.6613 -2.5795 2.7192 -0.31
F -1.0816 -2.2647 1.2749 -0.30
H -1.1616 2.4941 3.7430 0.22
H -0.0994 2.5017 5.1618 0.22
H 0.3370 1.5636 3.7335 0.23
H -2.0563 1.0163 5.5584 0.20
H -0.5837 0.0557 5.5064 0.20
C 5.0220 3.2847 -0.0008 -0.64
C 4.2594 4.4665 0.5547 -0.08
O 2.8349 4.3032 0.3780 -0.48
C 2.2258 3.5335 1.2642 0.69
O 2.7199 2.9636 2.1910 -0.54
C 0.7137 3.4921 0.9652 0.90
F 0.4716 3.3000 -0.3345 -0.31
F 0.1401 4.6469 1.3268 -0.31
F 0.1370 2.5080 1.6499 -0.31
H 4.7615 3.1216 -1.0469 0.22
H 6.0938 3.4665 0.0704 0.22
H 4.7888 2.3735 0.5487 0.23
H 4.5080 5.3767 0.0139 0.20
H 4.4798 4.6305 1.6087 0.20
```


Entry 5:
Density functional theory data (ωB97M-V/def2-TZVPD) for a cluster of 7 separate species, C9H28INO9 in total.

Computed properties:
LUMO   0.0087 hartree
Spin multiplicity   1
Gap between HOMO and LUMO   9.52 eV
HOMO   -9.29 eV
Molecular weight   421.2 g mol⁻¹
Charge   0

```
48
Properties=species:S:1:pos:R:3:nbo_charge:R:1
C 3.3232 -2.9655 1.2836 -0.25
O 2.8685 -1.6290 1.3027 -0.54
C 1.6256 -1.4887 0.6343 -0.06
C 1.1296 -0.0741 0.9118 -0.28
C 1.5045 0.9639 -0.1669 -0.53
C 0.1924 1.6779 -0.3589 0.83
O -0.2608 2.1502 -1.3617 -0.59
O -0.4857 1.6297 0.8188 -0.53
C -0.3480 0.2455 1.2913 0.42
N -0.4646 0.3423 2.7400 -0.87
C -1.5788 -0.4637 0.6414 -0.49
C -1.4827 -1.8537 0.0088 -0.26
C -0.8597 -1.8278 -1.3932 -0.66
I -3.5438 -2.5484 -0.1700 0.06
H 4.3870 -2.9709 1.5069 0.20
H 2.7768 -3.5725 2.0134 0.17
H 3.1841 -3.4191 0.2947 0.17
H 1.8002 -1.6312 -0.4367 0.18
H 0.9401 -2.2706 0.9771 0.17
H 1.6930 0.1974 1.8036 0.26
H 2.1954 1.7030 0.2343 0.25
H 1.8329 0.5506 -1.1166 0.25
H -0.7419 -0.5565 3.1209 0.37
H -1.1978 1.0177 2.9332 0.38
H -1.9855 0.1908 -0.1296 0.24
H -2.3367 -0.4886 1.4244 0.23
H -1.0524 -2.6064 0.6612 0.21
H 0.1652 -2.1943 -1.3942 0.21
H -1.4162 -2.4607 -2.0751 0.24
H -0.8726 -0.8204 -1.8032 0.23
O -1.7426 3.5934 -3.4323 -0.97
H -1.1961 4.2839 -3.8251 0.48
H -1.2187 3.2309 -2.7055 0.49
O -1.9347 -1.0053 -4.2315 -0.94
H -1.8730 -0.0837 -4.5070 0.48
H -1.4702 -1.4943 -4.9178 0.47
O -0.4383 0.3858 5.9555 -0.96
H -0.2149 0.7095 5.0732 0.49
H -0.8206 1.1465 6.4059 0.48
O -0.4650 5.2824 -5.7621 -0.95
H -1.2452 5.3669 -6.3193 0.48
H 0.1581 4.7738 -6.2896 0.47
O -2.2676 -1.7956 6.8623 -0.96
H -1.7221 -1.0751 6.5188 0.49
H -1.7623 -2.1524 7.5980 0.46
O 2.4605 0.9814 -3.3781 -0.95
H 2.6396 1.2458 -4.2855 0.47
H 2.1219 1.7793 -2.9562 0.48
```


> What is the formula in the second record?

C33H62N2O24


> Which formula does entry 2 have?

C33H62N2O24


> charge of number 4 (C13H17F8NO6S)?

0